No. 1
{
  "formula": "C9H14",
  "method": "ωB97M-V/def2-TZVPD",
  "symbols": ["C", "C", "C", "C", "C", "C", "C", "H", "H", "H", "H", "H", "H", "H", "H", "C", "C", "H", "H", "H", "H", "H", "H"],
  "xyz": [[2.012126, 0.937509, -2.613030], [1.846540, 0.307035, -1.149724], [1.253954, 0.942412, -0.034834], [1.104139, 0.356351, 1.219094], [1.644083, -0.900661, 1.484153], [2.252609, -1.645837, 0.449421], [2.293410, -0.989775, -0.855644], [2.760321, 0.383424, -3.299182], [2.462287, 2.003291, -2.517061], [0.980093, 0.976758, -3.035076], [0.934212, 1.976616, -0.178394], [0.760408, 0.892578, 2.162464], [1.715456, -1.299606, 2.481983], [2.697443, -2.711397, 0.570696], [2.788613, -1.495527, -1.655541], [-3.091820, -0.432221, 0.395946], [-3.783801, 0.534380, 1.347859], [-3.715624, -1.443988, 0.311522], [-2.958130, -0.072840, -0.679586], [-2.066826, -0.693653, 0.810172], [-3.335624, 0.684105, 2.362236], [-3.805510, 1.555802, 0.930265], [-4.748359, 0.135244, 1.492261]],
  "atomic_forces_ev_per_a": [[0.8, 0.5, 1.3], [0.4, -0.8, 0.4], [-0.3, 1.1, -0.8], [0.6, 0.3, 1.4], [1.0, -1.2, -1.2], [-0.2, 0.8, -1.5], [0.3, -0.8, 1.2], [-1.5, 0.5, 1.3], [-1.0, -1.7, -0.1], [1.0, 0.1, -0.1], [-0.1, -0.2, 0.2], [0.1, -0.3, -1.8], [-0.4, 0.0, 0.3], [-0.9, 2.2, -0.1], [0.2, -0.6, -0.4], [0.8, -2.2, -0.6], [1.0, 1.1, 0.1], [1.5, 2.1, 0.2], [-0.2, -0.3, 1.6], [-1.1, 0.1, -0.8], [0.0, -0.6, -0.9], [-0.4, -0.4, 0.1], [-1.4, 0.2, 0.3]],
  "homo_lumo_gap_ev": 10.10,
  "smiles": "Cc1ccccc1.CC",
  "energy_ev": -9558.7539,
  "relative_energy_kcal_mol": 32.9
}

No. 2
{
  "formula": "C16H31NO11S",
  "method": "ωB97M-V/def2-TZVPD",
  "symbols": ["C", "C", "C", "C", "C", "C", "C", "C", "C", "C", "O", "N", "O", "S", "O", "O", "O", "H", "H", "H", "H", "H", "H", "H", "H", "H", "H", "H", "H", "H", "H", "H", "H", "H", "H", "H", "C", "O", "C", "O", "O", "C", "H", "H", "H", "H", "H", "H", "C", "O", "C", "O", "O", "C", "H", "H", "H", "H", "H", "H"],
  "xyz": [[3.210565, 0.033827, 2.411816], [2.717403, 0.231808, 0.962759], [3.256410, 1.525091, 0.312471], [2.153618, 2.564027, 0.118725], [1.854786, 3.324358, 1.400768], [0.632531, 4.235088, 1.304792], [-0.728109, 3.532886, 1.224942], [-0.799464, 2.286809, 2.060297], [-2.185292, 1.661016, 2.151212], [-3.050296, 1.720130, 0.877858], [-3.241457, 0.412716, 0.392058], [-4.607002, 0.081244, 0.381831], [-4.759809, -1.039478, 0.110324], [-2.403284, 2.707956, -0.527648], [-2.279454, 1.835793, -1.634318], [-3.308224, 3.784890, -0.725776], [-0.951062, 3.241352, -0.180176], [3.513732, -0.989752, 2.594898], [2.397731, 0.218343, 3.109152], [4.010913, 0.721898, 2.646286], [2.947745, -0.630737, 0.351264], [1.635250, 0.303645, 1.001922], [4.081528, 1.930617, 0.890424], [3.650475, 1.267610, -0.667032], [2.419322, 3.272647, -0.661304], [1.283971, 2.033571, -0.253904], [1.828268, 2.664201, 2.263189], [2.707250, 3.983835, 1.556620], [0.623344, 5.002146, 2.071298], [0.727296, 4.749574, 0.351010], [-1.476275, 4.238044, 1.587826], [-0.091152, 1.532960, 1.743919], [-0.502629, 2.580115, 3.063210], [-2.047417, 0.605726, 2.349095], [-2.767493, 2.058487, 2.974192], [-4.012785, 2.155397, 1.114162], [-7.609388, -0.603836, -6.343293], [-6.317580, -0.563032, -5.736476], [-6.264210, -1.118003, -4.523001], [-7.188668, -1.624867, -3.940348], [-5.016506, -1.013040, -4.073334], [-4.810591, -1.571009, -2.771170], [-7.510720, -0.124646, -7.313030], [-7.937838, -1.632226, -6.481656], [-8.334067, -0.056490, -5.743561], [-5.027256, -2.638062, -2.776516], [-5.432320, -1.067126, -2.044429], [-3.764299, -1.417214, -2.524092], [4.747286, -5.985708, 2.959306], [5.854689, -5.772123, 2.081572], [5.733265, -4.702027, 1.295542], [4.800233, -3.941243, 1.276767], [6.824110, -4.619994, 0.533559], [6.829847, -3.509763, -0.366739], [4.976061, -6.878412, 3.533724], [4.625508, -5.142905, 3.636922], [3.832599, -6.146874, 2.392313], [6.789245, -2.570220, 0.181041], [5.996042, -3.574889, -1.062913], [7.763624, -3.564129, -0.918350]],
  "atomic_forces_ev_per_a": [[-0.6, -0.2, -0.3], [0.3, 0.5, 0.7], [-0.5, -0.4, -0.5], [0.2, -0.3, 0.1], [0.1, 0.5, -0.1], [0.0, -0.4, -0.7], [0.8, 0.6, 0.5], [-0.4, -0.1, 0.4], [0.0, -0.1, -0.4], [0.7, 0.0, 0.5], [0.2, -0.3, 0.0], [-0.4, -0.2, 0.0], [0.1, 0.3, 0.2], [-0.8, -0.1, -1.3], [0.8, -0.8, -0.4], [-0.2, 1.1, 0.9], [-0.7, -0.6, 0.5], [0.3, -0.2, 0.0], [-0.1, 0.2, 0.2], [0.3, 0.0, 0.1], [0.1, -0.2, -0.1], [-0.3, -0.1, -0.2], [0.2, 0.1, 0.1], [0.2, 0.1, -0.2], [0.1, 0.2, -0.1], [-0.3, 0.0, -0.1], [-0.1, -0.2, 0.1], [0.2, 0.0, 0.2], [-0.1, 0.0, 0.3], [0.0, 0.4, -0.1], [-0.3, 0.1, -0.3], [0.3, 0.0, -0.3], [0.1, 0.0, 0.2], [-0.1, -0.2, 0.2], [0.0, 0.3, 0.1], [-0.2, 0.2, -0.3], [-0.1, 0.0, -0.2], [0.0, 0.0, 0.0], [0.0, 0.0, 0.0], [0.0, 0.0, 0.0], [0.0, 0.0, -0.1], [0.2, -0.1, -0.1], [0.1, 0.0, 0.0], [0.0, 0.0, 0.1], [0.0, -0.1, 0.1], [-0.1, 0.0, 0.0], [-0.2, 0.0, 0.0], [0.0, 0.1, -0.1], [-0.1, -0.1, 0.1], [0.0, 0.0, 0.0], [0.0, 0.0, 0.0], [0.0, 0.0, 0.0], [0.0, 0.0, 0.0], [0.1, 0.1, -0.1], [0.1, 0.0, -0.1], [0.0, 0.1, -0.1], [0.0, 0.1, 0.0], [-0.1, 0.0, 0.0], [-0.1, 0.0, 0.1], [0.0, -0.1, 0.1]],
  "homo_lumo_gap_ev": 10.48,
  "smiles": "CCCCCC[C@@H]1CC[C@H](ON=O)S(=O)(=O)O1.COC(=O)OC.COC(=O)OC",
  "energy_ev": -51938.9210
}

No. 3
{
  "formula": "C19H77NbO20P3",
  "method": "ωB97M-V/def2-TZVPD",
  "symbols": ["C", "O", "C", "Nb", "P", "C", "C", "P", "O", "O", "P", "O", "O", "H", "H", "H", "H", "H", "H", "H", "H", "H", "H", "H", "H", "H", "H", "H", "H", "H", "C", "O", "H", "H", "H", "H", "C", "O", "H", "H", "H", "H", "C", "O", "H", "H", "H", "H", "C", "O", "H", "H", "H", "H", "C", "O", "H", "H", "H", "H", "C", "O", "H", "H", "H", "H", "C", "O", "H", "H", "H", "H", "C", "O", "H", "H", "H", "H", "C", "O", "H", "H", "H", "H", "C", "O", "H", "H", "H", "H", "C", "O", "H", "H", "H", "H", "C", "O", "H", "H", "H", "H", "C", "O", "H", "H", "H", "H", "C", "O", "H", "H", "H", "H", "C", "O", "H", "H", "H", "H"],
  "xyz": [[-3.892740, -4.003557, 4.288730], [-4.019907, -2.659314, 4.657258], [-2.774870, -1.958889, 4.725920], [-1.871855, -1.178215, 2.794669], [0.032338, 0.106930, 3.838767], [1.510557, -0.889315, 4.329962], [0.666763, 1.563819, 2.915943], [-0.742222, -3.447738, 2.472809], [-0.779062, -4.494693, 3.769952], [-1.482287, -4.382941, 1.310638], [-0.801825, -0.781003, 0.479710], [-1.716715, -1.280173, -0.811453], [0.554965, -1.644266, 0.100188], [-4.822548, -4.509428, 4.562354], [-3.741405, -4.106751, 3.205091], [-3.066280, -4.488096, 4.816013], [-2.071510, -2.529631, 5.354372], [-2.993289, -1.017949, 5.247944], [-3.012674, 0.244646, 2.621603], [-3.183137, -1.974907, 1.784883], [1.696596, -1.719244, 3.648311], [1.347340, -1.276262, 5.337091], [2.393906, -0.247810, 4.356361], [1.538915, 1.999955, 3.407636], [-0.137906, 2.301275, 2.921993], [0.911609, 1.330712, 1.882151], [-1.059381, -5.382218, 3.513928], [-2.297699, -3.913489, 1.072235], [-2.655993, -1.164424, -0.590780], [0.852971, -2.129219, 0.892503], [0.293655, 1.918389, -2.672279], [0.856146, 1.599143, -1.413342], [0.918324, 2.680533, -3.135462], [0.259071, 1.047928, -3.337132], [-0.717597, 2.323091, -2.577495], [0.282594, 0.928800, -1.006385], [-4.675083, -5.090152, 7.690682], [-3.521413, -5.687914, 7.125517], [-4.765927, -4.108455, 7.228727], [-5.583430, -5.661575, 7.474421], [-4.585360, -4.963479, 8.774222], [-3.388284, -6.562496, 7.498894], [4.137404, -0.236803, 1.138639], [2.759989, -0.476738, 1.350759], [4.641873, -0.336838, 2.096470], [4.563680, -0.978101, 0.453731], [4.319127, 0.768178, 0.739900], [2.293452, -0.408778, 0.508864], [-5.560230, -1.593361, -2.039314], [-5.114156, -0.802187, -0.958042], [-5.584775, -2.623976, -1.689381], [-6.568421, -1.315459, -2.368337], [-4.885304, -1.540080, -2.900361], [-5.082242, 0.123420, -1.230546], [-3.144073, -7.381627, 2.878625], [-2.905052, -6.869206, 1.583814], [-3.835163, -8.218665, 2.777021], [-2.229285, -7.758744, 3.353709], [-3.598023, -6.640788, 3.544209], [-2.296440, -6.117465, 1.660662], [-6.386249, 2.333648, 0.085979], [-5.280195, 2.284787, -0.799410], [-6.123401, 1.729470, 0.951870], [-6.594519, 3.356407, 0.415466], [-7.294036, 1.917478, -0.362511], [-5.465914, 2.820962, -1.579883], [4.668487, -3.875473, 2.006051], [5.506459, -2.828225, 2.490004], [4.390544, -3.626684, 0.985385], [5.195743, -4.835213, 1.998552], [3.761680, -3.966870, 2.608673], [5.732159, -3.032546, 3.400801], [-1.508942, 2.788728, -5.982646], [-0.951751, 3.660593, -5.015663], [-1.377063, 1.775056, -5.609111], [-2.579448, 2.964854, -6.132534], [-1.001677, 2.877420, -6.948198], [-1.038107, 4.562871, -5.340922], [3.898686, -2.698274, -2.413672], [4.862613, -2.916910, -1.383449], [2.950134, -2.475923, -1.929452], [4.182974, -1.861135, -3.054045], [3.777561, -3.597459, -3.024063], [5.699891, -3.126299, -1.805726], [5.656154, 0.883909, -2.226607], [6.271656, -0.356996, -2.576955], [5.357704, 1.369306, -3.153586], [4.771708, 0.727150, -1.609087], [6.359356, 1.527603, -1.692596], [6.499362, -0.801537, -1.753421], [1.873675, 5.183082, -5.698981], [0.818178, 5.585860, -6.568676], [1.434833, 4.982498, -4.725140], [2.355683, 4.269200, -6.054610], [2.619558, 5.974477, -5.611390], [1.219983, 5.773940, -7.420725], [-3.196282, 4.611892, -2.481025], [-4.586795, 4.396189, -2.723116], [-3.033237, 4.415983, -1.424212], [-2.570546, 3.934545, -3.063142], [-2.909909, 5.643644, -2.702213], [-4.764088, 4.546839, -3.654836], [4.820165, 7.577716, -7.838630], [3.455113, 7.182407, -7.857213], [5.169343, 7.444753, -6.817190], [5.434260, 6.960108, -8.498952], [4.943222, 8.628059, -8.114483], [3.120175, 7.296036, -8.750861], [9.073194, 2.404685, -2.351128], [8.927137, 1.198935, -1.621406], [9.543466, 3.123781, -1.682966], [9.711815, 2.279330, -3.230784], [8.109446, 2.810453, -2.673412], [8.490848, 0.555395, -2.191846], [-4.456008, 2.137734, 5.597239], [-3.369610, 2.172616, 4.698268], [-4.119945, 1.582543, 6.471769], [-4.769106, 3.137489, 5.922329], [-5.321798, 1.615749, 5.176721], [-3.632055, 2.608967, 3.883794]],
  "atomic_forces_ev_per_a": [[0.0, 0.0, -0.1], [-0.1, 0.1, 0.2], [0.6, -0.7, -0.4], [0.0, 1.2, 1.8], [-0.1, -0.3, -0.7], [0.1, 0.1, 0.1], [0.0, 0.2, 0.1], [-0.5, 0.7, -0.2], [0.0, -0.3, 0.0], [-0.1, -0.2, -0.1], [-0.2, -0.5, 0.3], [-0.2, -0.1, 0.0], [0.3, 0.1, 0.1], [0.0, 0.0, 0.0], [0.1, 0.0, 0.0], [0.0, 0.0, 0.0], [-0.1, 0.1, 0.1], [0.0, 0.1, -0.1], [-0.4, -0.5, -0.5], [0.3, 0.1, -0.5], [0.0, 0.0, 0.0], [0.0, -0.1, 0.0], [0.0, 0.0, 0.0], [0.0, 0.0, 0.0], [0.1, 0.0, 0.0], [0.1, 0.0, 0.0], [0.0, 0.1, 0.1], [0.1, 0.0, 0.0], [0.0, -0.1, 0.0], [-0.1, -0.2, -0.1], [0.0, 0.0, 0.1], [0.0, -0.1, -0.2], [0.0, 0.0, 0.0], [0.0, 0.0, 0.0], [0.0, 0.0, 0.0], [0.0, 0.1, 0.3], [0.0, 0.1, -0.1], [0.1, -0.1, 0.0], [0.0, 0.0, 0.0], [0.0, 0.0, 0.0], [0.0, 0.0, 0.0], [-0.1, 0.0, 0.1], [-0.1, 0.0, -0.1], [0.2, 0.1, 0.0], [0.0, 0.0, 0.0], [0.1, 0.0, 0.0], [0.0, 0.0, 0.0], [-0.1, -0.1, 0.0], [0.0, 0.0, 0.0], [0.1, 0.0, -0.1], [0.0, 0.0, 0.0], [0.0, 0.0, 0.0], [0.0, 0.0, 0.0], [0.0, 0.2, 0.2], [0.0, 0.0, 0.0], [0.1, -0.1, 0.2], [0.0, 0.0, 0.0], [0.0, 0.0, 0.0], [0.0, 0.0, 0.0], [-0.1, 0.1, -0.3], [0.0, 0.0, 0.0], [-0.1, -0.3, -0.2], [0.0, 0.0, 0.0], [0.0, 0.0, 0.0], [0.0, 0.0, 0.0], [0.2, 0.2, 0.1], [-0.1, 0.0, 0.1], [0.1, -0.1, 0.0], [0.0, 0.1, 0.0], [0.0, 0.0, 0.0], [0.0, 0.0, 0.0], [0.0, 0.0, 0.0], [0.1, 0.0, 0.0], [-0.2, 0.1, 0.0], [0.0, 0.0, 0.0], [0.0, 0.0, 0.0], [0.0, 0.0, 0.0], [0.2, 0.0, -0.1], [0.0, -0.1, 0.0], [0.0, 0.1, 0.0], [0.0, 0.0, 0.0], [0.0, 0.0, 0.0], [-0.1, 0.0, 0.0], [0.0, 0.0, 0.0], [0.0, 0.0, 0.0], [0.4, 0.2, 0.0], [0.0, 0.0, 0.0], [0.0, 0.0, 0.0], [-0.1, 0.0, 0.0], [-0.2, -0.1, 0.0], [0.0, 0.0, 0.0], [0.0, -0.1, 0.0], [0.0, 0.0, 0.0], [0.0, 0.0, 0.0], [0.0, 0.0, 0.0], [0.0, 0.1, 0.0], [0.1, -0.1, 0.1], [-0.2, 0.0, -0.1], [0.0, 0.0, 0.0], [0.0, 0.0, 0.0], [0.0, 0.0, 0.0], [0.0, 0.0, 0.0], [0.0, 0.0, 0.1], [-0.1, 0.0, -0.1], [0.0, 0.0, 0.0], [0.0, 0.0, 0.0], [0.0, 0.0, 0.0], [0.0, 0.0, 0.0], [0.0, 0.0, 0.1], [0.0, 0.0, -0.1], [0.0, 0.0, 0.0], [0.0, 0.0, 0.0], [0.0, 0.0, 0.0], [-0.1, 0.0, 0.0], [-0.1, -0.1, -0.1], [0.1, 0.2, 0.2], [0.0, 0.0, 0.0], [0.0, 0.0, 0.0], [0.0, 0.0, 0.0], [0.0, -0.2, -0.1]],
  "homo_lumo_gap_ev": 4.96,
  "energy_ev": -91310.1557,
  "total_charge": -1
}